[1]
Here is a cluster of 13 separate species, C79H119F15N11O20S5 in total from the Open Molecules 2025 dataset. Energies are from wB97M-V/def2-TZVPD.

CARTESIAN COORDINATES (ANGSTROEM)
C  -28.865  -5.941  -16.305
C  -29.876  -7.841  -6.226
H  -34.144  -4.525  -9.625
H  -28.734  4.607  -3.212
H  -24.186  -6.113  -11.690
N  -27.174  -4.278  -15.800
C  -33.075  -4.569  -9.828
F  -33.504  -9.014  -10.267
F  -31.446  1.824  -9.996
F  -29.905  -3.680  -6.844
C  -25.074  1.543  -7.446
C  -32.960  -6.362  -13.818
C  -33.029  -3.735  -4.869
O  -27.597  -7.362  -9.901
H  -28.159  -0.540  -3.372
C  -29.097  1.022  -13.630
H  -23.686  -4.266  -9.344
C  -29.175  2.614  -2.515
F  -32.133  -2.678  -4.894
H  -32.619  0.761  -1.946
C  -30.037  -2.521  -11.513
F  -32.401  -4.851  -5.178
F  -28.311  -3.182  -8.258
H  -35.258  -7.364  -14.143
H  -27.839  3.053  -4.952
H  -34.874  -8.962  -14.755
H  -33.836  0.426  -11.141
C  -27.780  -4.077  -14.629
H  -32.630  -7.849  -6.761
H  -21.636  4.346  -10.825
H  -25.865  0.209  -2.931
C  -32.829  1.190  -2.925
H  -30.238  4.570  -2.356
F  -23.009  0.915  -13.283
F  -30.054  1.438  -8.470
H  -24.136  -0.253  -9.472
C  -26.628  0.730  -9.164
C  -29.453  -9.786  -4.802
H  -26.373  -2.654  -9.544
O  -27.353  -1.143  -5.665
H  -23.543  -0.012  -7.283
H  -28.605  -6.152  -5.631
H  -34.877  -3.007  -16.672
H  -27.306  -4.670  -10.167
H  -29.097  2.695  -12.324
H  -27.358  1.198  -8.503
H  -24.365  2.360  -7.309
H  -31.553  -4.738  -13.737
H  -34.431  -8.422  -12.992
H  -34.003  -6.163  -8.123
O  -32.706  2.627  -7.301
C  -28.405  -8.547  -9.973
C  -31.046  -7.856  -15.117
C  -29.588  1.000  -4.609
C  -31.406  5.878  -11.453
O  -26.695  -3.490  -5.976
H  -30.465  -4.680  -9.696
N  -25.297  1.484  -8.986
F  -29.792  3.190  -9.876
C  -31.043  2.590  -13.245
C  -35.182  0.651  -6.784
S  -31.651  3.489  -7.814
C  -34.414  0.561  -9.088
H  -29.107  -6.041  -8.155
H  -23.443  -7.460  -9.103
H  -28.065  -9.263  -10.722
H  -33.174  7.939  -10.899
H  -36.482  -2.663  -9.762
H  -30.410  -8.441  -15.765
O  -22.721  2.750  -10.240
H  -20.805  2.837  -10.824
H  -28.403  -6.407  -11.468
N  -32.249  -5.379  -8.926
H  -33.381  2.121  -2.795
N  -29.856  0.313  -14.551
C  -28.890  -4.852  -14.263
H  -25.447  -4.033  -16.989
S  -32.145  -10.690  -11.724
C  -30.218  -9.147  -5.805
C  -25.949  -3.517  -16.170
N  -25.308  -5.553  -9.947
H  -22.426  1.449  -8.573
N  -33.238  -7.572  -14.360
C  -24.594  -4.139  -9.933
H  -30.852  -9.682  -6.497
H  -32.691  -9.393  -15.056
H  -25.058  -0.733  -7.020
H  -29.097  0.353  -5.335
C  -31.700  3.785  -12.662
H  -34.153  0.792  -6.455
H  -34.644  5.051  -11.507
H  -35.803  -4.292  -15.956
C  -27.412  -6.620  -11.066
C  -32.236  -9.126  -10.645
H  -24.750  -2.170  -9.682
C  -30.746  -7.040  -7.228
C  -31.147  0.633  -14.746
H  -27.392  1.458  -11.194
H  -29.995  2.078  -2.039
O  -28.968  -2.543  -12.173
C  -30.904  -5.378  -8.999
H  -27.475  -7.316  -3.831
O  -23.761  -1.679  -14.608
C  -28.972  -2.720  -7.196
N  -35.166  -0.018  -8.116
C  -30.900  0.429  -4.041
H  -29.505  -10.811  -4.467
H  -25.304  -3.004  -8.147
C  -23.049  -6.975  -9.996
H  -21.953  0.870  -10.123
C  -22.723  1.456  -9.622
H  -25.725  2.805  -10.670
S  -34.355  -3.444  -6.211
O  -30.756  -10.813  -12.185
H  -29.172  -6.641  -17.068
C  -25.599  -6.029  -8.486
C  -27.679  -5.235  -16.646
C  -24.387  -6.563  -10.718
O  -35.227  -2.411  -5.681
C  -32.924  -6.195  -8.087
N  -34.915  -3.152  -14.500
H  -24.490  0.202  -5.717
C  -27.171  0.537  -10.655
C  -34.876  -3.728  -15.855
F  -24.353  1.278  -14.911
H  -32.929  -3.205  -14.351
O  -33.060  -10.402  -12.854
H  -32.908  -1.969  -12.009
H  -22.451  -6.115  -9.691
H  -34.336  6.829  -10.047
H  -25.402  -3.702  -15.246
H  -26.896  2.642  -3.508
O  -24.686  -1.623  -12.298
O  -31.707  1.554  -3.729
H  -26.343  -0.220  -1.323
H  -26.359  3.230  -9.020
H  -27.161  -5.487  -17.559
H  -27.418  -10.413  -3.117
H  -32.735  -3.545  -9.674
H  -36.643  -1.257  -7.510
H  -34.147  -4.504  -16.086
H  -28.181  -0.755  -15.270
C  -33.805  -2.922  -13.787
H  -28.957  -9.808  -2.265
C  -29.605  3.981  -3.020
H  -29.655  -0.948  -16.220
H  -26.904  1.467  -4.892
H  -35.746  0.101  -6.030
O  -28.524  -2.938  -4.532
C  -32.315  -8.404  -14.838
H  -28.056  0.770  -13.493
H  -33.798  -5.847  -13.371
H  -26.543  -0.074  -11.303
H  -24.950  -7.468  -10.949
H  -37.073  -1.993  -12.107
N  -28.601  1.585  -3.581
C  -28.901  -7.177  -5.462
C  -30.695  -6.537  -14.754
C  -29.735  2.132  -12.990
C  -24.505  0.182  -6.807
H  -25.981  1.935  -6.985
H  -26.401  -0.253  -8.751
C  -25.370  -2.946  -9.234
C  -34.446  -0.028  -10.374
C  -21.526  3.424  -10.255
O  -34.942  -4.778  -6.377
F  -31.549  -9.378  -9.569
H  -29.390  -4.700  -13.318
C  -33.093  3.913  -12.432
H  -27.488  -8.791  -2.359
H  -31.636  0.053  -15.515
H  -29.557  -1.687  -14.557
C  -34.556  -8.193  -14.051
C  -30.179  -6.172  -8.158
H  -22.453  -7.769  -10.445
H  -33.877  1.457  -8.812
O  -30.709  3.831  -6.729
C  -27.459  2.230  -4.346
H  -30.676  -0.618  -10.788
O  -26.070  -1.072  -14.218
C  -29.450  -5.805  -15.087
C  -36.188  -2.227  -12.680
H  -37.033  -3.216  -14.472
H  -29.955  1.861  -5.169
F  -33.486  -3.822  -3.648
C  -35.947  -1.059  -8.312
C  -33.300  7.018  -10.331
C  -28.061  0.326  -2.717
C  -35.879  -1.801  -9.518
C  -35.102  -1.257  -10.605
S  -27.766  -2.545  -5.688
C  -24.247  0.796  -13.682
H  -26.201  -2.469  -16.334
C  -26.579  0.456  -2.145
H  -30.080  3.835  -3.991
F  -25.032  1.514  -12.837
H  -24.740  3.536  -9.325
H  -33.760  3.135  -12.773
S  -24.728  -1.074  -13.683
C  -25.525  2.831  -9.598
H  -32.789  -4.812  -10.852
C  -30.278  -1.564  -10.420
H  -28.772  0.125  -1.916
C  -26.638  -5.323  -10.729
H  -21.174  3.570  -9.234
H  -28.130  0.050  -10.479
C  -33.575  4.939  -11.610
H  -32.703  2.088  -14.516
C  -28.064  -9.578  -2.846
H  -25.884  -7.079  -8.423
H  -26.352  1.449  -1.758
C  -30.614  2.394  -9.138
H  -26.999  -7.172  -11.909
C  -36.161  -2.837  -13.960
O  -32.088  4.676  -8.550
H  -30.766  6.662  -11.078
C  -31.658  -5.763  -14.060
H  -31.320  -0.293  -4.742
H  -28.363  2.712  -1.794
O  -33.712  -3.023  -7.458
H  -24.702  -5.805  -7.910
H  -29.343  -1.374  -9.892
C  -29.263  -0.862  -15.206
H  -29.447  -8.332  -10.211
H  -32.728  7.116  -9.409
O  -30.952  -3.270  -11.834
H  -26.387  -5.439  -8.018
C  -30.909  4.893  -12.262
N  -28.577  -9.076  -4.077
H  -30.964  -2.052  -9.727
C  -35.078  -1.939  -11.973
C  -33.812  -2.272  -12.515
H  -28.364  -8.933  -8.955
H  -33.517  0.581  -3.512
H  -29.846  4.857  -12.451
C  -31.720  1.816  -14.161
H  -24.547  -3.836  -10.979
H  -35.659  1.621  -6.924
F  -29.499  -1.537  -7.410
H  -27.423  -3.190  -14.128
F  -31.914  -7.961  -11.318
C  -24.090  0.813  -9.698
O  -32.609  -11.745  -10.837
C  -32.145  -7.099  -7.368
H  -26.342  -4.917  -11.696
N  -32.699  5.876  -11.108
H  -24.247  0.965  -10.766
C  -28.178  -7.832  -4.468
H  -30.664  -0.211  -3.191

Properties
M: 1988.18 g/mol
2S+1: 1
Total charge: +5
HOMO-LUMO gap: 5.01 eV
Lowest unoccupied orbital energy: -11.19 eV


[2]
Here is the molecule CHClF2 from the Open Molecules 2025 dataset. Energies are from wB97M-V/def2-TZVPD.

CARTESIAN COORDINATES (ANGSTROEM)
F  -0.889  -0.991  -0.476
Cl  1.674  -0.035  -0.381
C  -0.089  -0.035  0.123
H  0.019  -0.021  1.189
F  -0.714  1.082  -0.454

Properties
M: 86.47 g/mol
2S+1: 1
HOMO-LUMO gap: 13.00 eV
Lowest unoccupied orbital energy: 0.94 eV
ΔE to the lowest compared entry with this formula, charge and spin: 7.7 kcal/mol


| no. | F_max (eV/Å) |
| --- | --- |
| 1 | 4.2 |
| 2 | 4.1 |